#A
C3H10NOS | wB97M-V/def2-TZVPD

XYZ file:
```
16
Properties=species:S:1:pos:R:3:nbo_charge:R:1
C 1.32 -1.00 -1.53 -0.7681
S -0.06 -1.89 -2.21 0.1195
C -1.41 -0.76 -1.75 -0.7693
H 2.24 -1.54 -1.73 0.1953
H 1.41 0.05 -1.77 0.2261
H 1.31 -0.97 -0.44 0.2619
H -1.90 -0.37 -2.64 0.1888
H -0.99 0.00 -1.07 0.3159
H -2.13 -1.28 -1.16 0.2021
N -0.45 0.98 2.86 -0.9294
C 0.32 1.43 1.62 0.1426
O 0.04 0.72 0.53 -0.9743
H 0.11 0.36 3.44 0.3178
H -1.15 0.38 2.42 0.3474
H 1.39 1.42 1.94 0.0566
H -0.05 2.47 1.49 0.0671
```

Its multiplicity is 1. Its HOMO energy is -0.10724 Ha. The value obtained for the HOMO-LUMO gap is 0.23459 Eh. Its charge is -1. For the molar mass, the calculation gives 108.19 g mol⁻¹.

#B
C3H10NOS | wB97M-V/def2-TZVPD

XYZ file:
```
16
Properties=species:S:1:pos:R:3:nbo_charge:R:1
C -0.62 -1.08 1.89 -0.6114
C 0.22 -1.25 0.64 -0.0671
C -0.23 -0.27 -0.46 -0.5419
S 0.67 1.33 -0.47 -0.7472
N 1.63 -1.14 1.04 -0.8514
H -1.69 -1.06 1.65 0.1917
H -0.39 -0.09 2.29 0.2109
H -0.44 -1.86 2.62 0.1929
H 0.13 -2.27 0.29 0.1585
H -0.14 -0.73 -1.45 0.1752
H -1.30 -0.07 -0.38 0.1774
H 2.16 -0.99 0.19 0.3582
H 1.72 -0.24 1.50 0.3616
H 0.05 3.71 -3.10 0.4717
H -0.96 2.63 -2.82 0.4946
O -0.80 3.38 -3.42 -0.9736
```

Its multiplicity is 1. Its HOMO energy is -0.09999 Ha. The value obtained for the HOMO-LUMO gap is 0.24803 Eh. Its charge is -1. For the molar mass, the calculation gives 108.19 g mol⁻¹.

Stability summary - winner: #B; margin: 0.0577 hartree.

#A
C3H10NOS | wB97M-V/def2-TZVPD

XYZ file:
```
16
Properties=species:S:1:pos:R:3:nbo_charge:R:1
C 1.34 0.12 0.21 -0.2612
C 0.45 1.37 -0.05 -0.4991
S -0.36 1.46 -1.76 -0.7332
N 2.14 0.41 1.41 -0.8506
H 0.70 -0.79 0.25 0.1894
H 1.97 0.03 -0.63 0.1844
H -0.30 1.42 0.75 0.1601
H 1.00 2.31 -0.06 0.1987
H -0.67 -0.85 -1.47 0.5006
H 1.61 0.15 2.23 0.3421
H 3.04 -0.16 1.36 0.3404
C -2.23 -1.08 -0.41 -0.2600
O -1.08 -1.66 -1.04 -0.8037
H -2.01 -0.06 -0.12 0.1975
H -3.07 -1.05 -1.15 0.1483
H -2.55 -1.63 0.46 0.1464
```

Its multiplicity is 1. Its HOMO energy is -0.09910 Ha. The value obtained for the HOMO-LUMO gap is 0.24481 Eh. Its charge is -1. For the molar mass, the calculation gives 108.19 g mol⁻¹.

#B
C3H10NOS | wB97M-V/def2-TZVPD

XYZ file:
```
16
Properties=species:S:1:pos:R:3:nbo_charge:R:1
C 1.01 -1.42 -0.54 -0.6330
C 0.06 -1.52 0.63 -0.4239
S -0.09 -3.36 1.15 -0.1717
H 0.91 -2.29 -1.18 0.1952
H 2.05 -1.44 -0.21 0.1850
H 0.81 -0.53 -1.14 0.2582
H 0.37 -1.06 1.56 0.2002
H -0.95 -1.23 0.39 0.2651
H 0.45 -3.13 2.37 0.1072
N -0.34 2.94 0.17 -0.9048
C -0.76 2.05 -0.97 0.1396
O -1.33 0.90 -0.65 -0.9590
H -1.17 3.15 0.71 0.3166
H 0.08 2.30 0.83 0.3241
H -1.36 2.70 -1.63 0.0625
H 0.25 1.94 -1.48 0.0389
```

Its multiplicity is 1. Its HOMO energy is -0.10132 Ha. The value obtained for the HOMO-LUMO gap is 0.21680 Eh. Its charge is -1. For the molar mass, the calculation gives 108.19 g mol⁻¹.

#C
C3H10NOS | wB97M-V/def2-TZVPD

XYZ file:
```
16
Properties=species:S:1:pos:R:3:nbo_charge:R:1
C 2.21 -0.26 1.06 -0.7450
S 2.90 0.04 -0.63 0.0909
C 1.27 -0.01 -1.45 -0.7567
H 2.72 0.40 1.70 0.2014
H 1.13 0.01 1.04 0.2812
H 2.37 -1.37 1.47 0.1893
H 0.63 -0.80 -0.90 0.2286
H 1.34 -0.17 -2.48 0.2017
H 0.80 0.94 -1.06 0.2791
N -2.75 -0.53 0.61 -0.9333
C -1.91 0.46 -0.30 0.1262
O -1.06 1.21 0.47 -0.9618
H -3.41 0.04 1.12 0.3249
H -2.08 -0.83 1.32 0.3371
H -2.61 1.12 -0.97 0.0585
H -1.56 -0.24 -1.02 0.0777
```

Its multiplicity is 1. Its HOMO energy is -0.10756 Ha. The value obtained for the HOMO-LUMO gap is 0.22959 Eh. Its charge is -1. For the molar mass, the calculation gives 108.19 g mol⁻¹.

Stability summary - winner: #A; margin: 0.0236 hartree.

#A
C3HN2O4 | wB97M-V/def2-TZVPD

XYZ file:
```
10
Properties=species:S:1:pos:R:3:nbo_charge:R:1
C 0.62 1.00 1.18 0.5867
C 1.87 -0.40 -0.72 1.0287
C -1.47 0.04 -0.41 0.0639
N 0.56 1.79 2.03 -0.5787
N -2.29 -0.70 -0.01 0.1037
O 2.86 -0.28 -0.09 -0.6210
O 1.35 -0.67 -1.75 -0.6514
O -2.78 -1.59 0.66 -0.4826
O 0.55 0.03 0.39 -0.6955
H -1.27 0.77 -1.29 0.2462
```

Its multiplicity is 1. Its HOMO energy is -0.19354 Ha. The value obtained for the HOMO-LUMO gap is 0.33330 Eh. Its charge is -1. For the molar mass, the calculation gives 129.05 g mol⁻¹.

#B
C3HN2O4 | wB97M-V/def2-TZVPD

XYZ file:
```
10
Properties=species:S:1:pos:R:3:nbo_charge:R:1
C -1.59 1.57 0.43 0.8148
C -0.43 -0.99 -2.79 0.8163
C 1.05 -1.68 -0.80 0.9543
N -0.53 1.06 0.65 -0.7676
N 0.02 -0.80 -1.72 -0.7249
O 1.25 -0.98 0.21 -0.7386
O -2.56 2.24 0.42 -0.6078
O -0.91 -0.88 -3.83 -0.5885
O 1.41 -2.63 -1.38 -0.6470
H 0.16 0.31 0.21 0.4889
```

Its multiplicity is 1. Its HOMO energy is -0.21720 Ha. The value obtained for the HOMO-LUMO gap is 0.35016 Eh. Its charge is -1. For the molar mass, the calculation gives 129.05 g mol⁻¹.

Stability summary - winner: #B; margin: 0.1519 hartree.

#A
C5H14NO2 | wB97M-V/def2-TZVPD

XYZ file:
```
22
Properties=species:S:1:pos:R:3:mulliken_spin:R:1
C -2.33 -0.82 -0.61 -0.0004
N -0.94 -0.63 -0.99 0.0063
C -0.72 2.36 1.33 0.0008
C -0.49 0.88 1.01 0.0076
C -0.39 0.65 -0.52 0.0200
C 1.09 0.70 -0.93 0.0075
O 1.96 -0.01 -0.17 0.8579
H -2.47 -1.05 0.45 0.0008
H -2.77 -1.64 -1.19 -0.0001
H -2.89 0.05 -0.93 -0.0007
H -0.35 -1.35 -0.60 0.0004
H -0.80 2.51 2.41 0.0000
H 0.11 2.99 0.99 0.0005
H -1.57 2.73 0.77 0.0003
H 0.50 0.64 1.42 -0.0105
H -1.23 0.29 1.55 -0.0007
H -0.98 1.43 -0.99 0.0010
H 1.11 0.16 -1.90 0.0851
H 1.40 1.75 -1.03 0.0200
H 0.89 -2.67 0.68 0.0003
H 2.08 -1.75 0.35 -0.0011
O 1.84 -2.67 0.56 0.0051
```

Its multiplicity is 2. Its HOMO energy (alpha / beta) is -0.33908 / -0.33823 Ha. The value obtained for the HOMO-LUMO gap (alpha / beta) is 0.37073 / 0.26124 Eh. For the molar mass, the calculation gives 120.17 g mol⁻¹.

#B
C5H14NO2 | wB97M-V/def2-TZVPD

XYZ file:
```
22
Properties=species:S:1:pos:R:3:mulliken_spin:R:1
C 1.43 1.34 -0.03 -0.0045
O 0.42 1.81 0.79 0.7961
C 1.34 -0.20 -0.35 0.0797
C 0.46 -0.48 -1.58 0.0102
C -1.09 -0.44 -1.49 0.0010
C -1.65 -0.12 -0.13 0.0465
N -1.75 -1.28 0.77 0.0247
H 1.30 1.86 -0.98 -0.0061
H 2.41 1.45 0.45 0.0426
H 2.36 -0.50 -0.59 -0.0003
H 0.97 -0.67 0.56 -0.0082
H 0.73 0.32 -2.29 0.0008
H 0.69 -1.49 -1.90 0.0062
H -1.59 -1.35 -1.86 -0.0017
H -1.49 0.33 -2.16 0.0001
H -0.98 0.61 0.40 0.0135
H -2.58 0.46 -0.07 0.0032
H -2.55 -1.30 1.35 -0.0017
H -0.86 -1.45 1.23 0.0014
H 1.40 -0.13 2.76 -0.0001
H 0.52 0.94 2.20 -0.0058
O 0.51 0.26 2.93 0.0026
```

Its multiplicity is 2. Its HOMO energy (alpha / beta) is -0.32549 / -0.32266 Ha. The value obtained for the HOMO-LUMO gap (alpha / beta) is 0.35625 / 0.24106 Eh. For the molar mass, the calculation gives 120.17 g mol⁻¹.

Stability summary - winner: #A; margin: 0.0141 hartree.